1.
This record from OMol25 describes a gas-phase ion, C4H14N3 (charge +1) at a distorted geometry. The level of theory is ωB97M-V with the def2-TZVPD basis set.

For the HOMO energy, the calculation gives -14.57 eV. The value obtained for the energy above the lowest of the compared OMol25 structures with the same formula, charge and spin is 121.1 kcal/mol. The net charge is +1. The LUMO energy is -0.13517 hartree. For the total energy, the calculation gives -8834.771 eV. As for the SMILES: CC[N+](N)(N)CC.

Last columns: bonded neighbours and bond lengths (Å).
CARTESIAN COORDINATES (ANGSTROEM)
1 C 2.11262 -0.82421 -0.35750  C3 1.537, H8 1.192, H9 1.102, H10 1.161
2 C -2.26590 -0.81207 -0.39858  C4 1.551, H11 1.160, H12 1.143, H13 1.112
3 C 1.54943 0.59188 -0.16065  C1 1.537, N7 1.535, H14 1.156, H15 1.193
4 C -0.72026 -0.68978 -0.45313  C2 1.551, N7 1.521, H16 1.173, H17 1.049
5 N -0.53104 1.67629 -0.32727  N7 1.330, H18 1.031, H19 0.971
6 N 0.03173 0.54247 1.79877  N7 1.744, H20 1.078, H21 0.999
7 N 0.03045 0.53212 0.05459  C3 1.535, C4 1.521, N5 1.330, N6 1.744
8 H 1.43287 -1.48583 -1.07860  C1 1.192
9 H 3.15923 -0.71070 -0.68193  C1 1.102
10 H 2.11143 -1.33898 0.68259  C1 1.161
11 H -2.56077 -1.92573 -0.53739  C2 1.160
12 H -2.72099 -0.53887 0.61318  C2 1.143
13 H -2.83015 -0.30003 -1.20786  C2 1.112
14 H 1.78499 1.12066 -1.16102  C3 1.156
15 H 2.03888 1.19155 0.74753  C3 1.193
16 H -0.33639 -0.63773 -1.56042  C4 1.173
17 H -0.26850 -1.50735 0.02422  C4 1.049
18 H -0.00318 2.50988 -0.62765  N5 1.031
19 H -1.35350 1.92180 0.12728  N5 0.971
20 H -0.88546 0.96672 2.17452  N6 1.078
21 H 0.22450 -0.28208 2.32932  N6 0.999

2.
This record from OMol25 describes 2 unconnected molecules or ions with the total composition C7H10O2PS at a distorted geometry. The level of theory is ωB97M-V with the def2-TZVPD basis set.

For the HOMO energy (alpha / beta), the calculation gives -4.63 / -2.75 eV. The value obtained for the energy above the lowest of the compared OMol25 structures with the same formula, charge and spin is 79.6 kcal/mol. The net charge is -1. The LUMO energy (alpha / beta) is 0.11304 / 0.11296 hartree. For the total energy, the calculation gives -31639.370 eV.

Last columns: bonded neighbours and bond lengths (Å).
CARTESIAN COORDINATES (ANGSTROEM)
1 C -2.10326 -1.86005 1.89177  C2 1.437, C3 1.324, H12 1.043
2 C -1.98105 -0.42812 1.92363  C1 1.437, C4 1.398, H13 1.073
3 C -1.73127 -2.38261 0.73373  C1 1.324, S11 1.735, H14 1.079
4 C -1.49746 0.04450 0.70021  C2 1.398, P10 1.839, S11 1.675
5 C 1.43186 0.98607 -2.23077  C7 1.533, H15 1.111, H16 1.055, H17 1.092
6 C 2.38654 -0.20118 -0.13026  C7 1.480, H18 1.083, H19 1.151, H20 1.114
7 C 1.92215 1.04500 -0.77965  C5 1.533, C6 1.480, H21 1.069
8 O -2.23305 2.11436 -0.83698  P10 1.480
9 O -1.73087 2.53595 1.59323  P10 1.490
10 P -1.36204 1.84075 0.32792  C4 1.839, O8 1.480, O9 1.490
11 S -1.27697 -1.17519 -0.42709  C3 1.735, C4 1.675
12 H -2.14350 -2.52478 2.69490  C1 1.043
13 H -2.25971 0.22448 2.72891  C2 1.073
14 H -1.97464 -3.37790 0.39514  C3 1.079
15 H 0.65002 0.28364 -2.59063  C5 1.111
16 H 1.16883 1.99813 -2.37112  C5 1.055
17 H 2.34071 0.79935 -2.80588  C5 1.092
18 H 3.29079 -0.41523 -0.68621  C6 1.083
19 H 1.81775 -1.18006 -0.33741  C6 1.151
20 H 2.58008 -0.10030 0.96243  C6 1.114
21 H 2.70506 1.77318 -0.75589  C7 1.069

3.
This record from OMol25 describes 2 unconnected molecules or ions with the total composition C4H10NO2S at a distorted geometry. The level of theory is ωB97M-V with the def2-TZVPD basis set.

For the HOMO energy, the calculation gives -3.02 eV. The value obtained for the energy above the lowest of the compared OMol25 structures with the same formula, charge and spin is 46.2 kcal/mol. The net charge is -1. The LUMO energy is 0.13289 hartree. For the total energy, the calculation gives -20730.933 eV.

Last columns: bonded neighbours and bond lengths (Å).
CARTESIAN COORDINATES (ANGSTROEM)
1 C 0.62356 1.57518 0.08704  N2 1.445, H8 1.098, H9 1.096, H10 1.076
2 N -0.73075 1.08145 -0.01456  C1 1.445, C3 1.476, H11 1.008
3 C -0.96309 -0.11899 -0.84204  N2 1.476, C4 1.511, C6 1.539, H12 1.086
4 C -2.39511 -0.57743 -0.68841  C3 1.511, S5 1.812, H13 1.106, H14 1.097
5 S -2.64962 -1.36201 0.92506  C4 1.812
6 C -0.10383 -1.34196 -0.47592  C3 1.539, O7 1.215, H15 1.080
7 O 1.07616 -1.28922 -0.19009  C6 1.215
8 H 1.14553 1.29540 1.01130  C1 1.098
9 H 0.64152 2.66903 0.02928  C1 1.096
10 H 1.16960 1.23953 -0.77665  C1 1.076
11 H -1.31582 1.03535 0.80470  N2 1.008
12 H -0.71473 0.24550 -1.83419  C3 1.086
13 H -2.58154 -1.26279 -1.53559  C4 1.106
14 H -3.13059 0.22668 -0.81789  C4 1.097
15 H -0.62441 -2.27177 -0.65377  C6 1.080
16 H 3.14685 -0.91546 2.09166  O18 0.964
17 H 3.51893 0.13436 1.06235  O18 0.976
18 O 3.88734 -0.36285 1.81773  H16 0.964, H17 0.976

4.
This record from OMol25 describes 2 unconnected molecules or ions with the total composition C3H10NO at a distorted geometry. The level of theory is ωB97M-V with the def2-TZVPD basis set.

For the HOMO energy, the calculation gives -11.89 eV. The value obtained for the energy above the lowest of the compared OMol25 structures with the same formula, charge and spin is 92.2 kcal/mol. The net charge is +1. The LUMO energy is -0.29249 hartree. For the total energy, the calculation gives -6800.313 eV.

Last columns: bonded neighbours and bond lengths (Å).
CARTESIAN COORDINATES (ANGSTROEM)
1 C 0.41451 0.43347 -0.51911  O2 1.448, C3 1.471, H6 1.083, H7 1.098
2 O -0.50803 0.51652 0.59386  C1 1.448, H8 0.975
3 C 1.78237 0.26824 -0.00492  C1 1.471, C4 1.410, H9 1.091
4 C 2.38714 -0.99945 0.12268  C3 1.410, H10 1.106, H11 1.093, H12 1.113
5 N -3.33471 -0.13704 -0.21874  H13 1.003, H14 1.000, H15 1.001
6 H 0.23319 1.26948 -1.18294  C1 1.083
7 H 0.14801 -0.50838 -1.01717  C1 1.098
8 H -0.07753 0.13940 1.38363  O2 0.975
9 H 2.39925 1.16780 0.01617  C3 1.091
10 H 3.09025 -1.06307 0.97349  C4 1.106
11 H 1.66758 -1.82180 0.12267  C4 1.093
12 H 3.10953 -1.01842 -0.72380  C4 1.113
13 H -3.43861 0.38592 -1.06772  N5 1.003
14 H -2.59316 0.06541 0.42012  N5 1.000
15 H -4.01436 -0.79214 0.11340  N5 1.001

5.
This record from OMol25 describes 14 unconnected molecules or ions with the total composition C14H42N14O28 at a distorted geometry. The level of theory is ωB97M-V with the def2-TZVPD basis set.

For the HOMO energy (alpha / beta), the calculation gives -12.69 / -12.69 eV. Its multiplicity is 2. The value obtained for the energy above the lowest of the compared OMol25 structures with the same formula, charge and spin is 0.0 kcal/mol. The net charge is +1. The LUMO energy (alpha / beta) is -0.24015 / -0.38265 hartree. For the total energy, the calculation gives -93339.216 eV.

Last columns: bonded neighbours and bond lengths (Å).
CARTESIAN COORDINATES (ANGSTROEM)
1 C -25.65352 -14.66779 2.61791  N2 1.502, H5 1.090, H6 1.090, H7 1.090
2 N -25.75332 -16.01629 1.96396  C1 1.502, O3 1.254, O4 1.202
3 O -26.51862 -16.83730 2.52341  N2 1.254
4 O -25.07912 -16.16842 0.98096  N2 1.202
5 H -26.69203 -14.34772 2.70246  C1 1.090
6 H -25.17395 -13.99225 1.90956  C1 1.090
7 H -25.23866 -14.71874 3.62458  C1 1.090
8 C -24.65464 -18.92934 -0.23441  N9 1.518, H12 1.090, H13 1.090, H14 1.090
9 N -25.69515 -18.47358 -1.24079  C8 1.518, O10 1.245, O11 1.223
10 O -25.26957 -18.16999 -2.37101  N9 1.245
11 O -26.87654 -18.46416 -0.92273  N9 1.223
12 H -24.50715 -20.00772 -0.29317  C8 1.090
13 H -25.01681 -18.81263 0.78701  C8 1.090
14 H -23.78425 -18.30441 -0.43435  C8 1.090
15 C -27.71391 -18.85088 -4.92574  N16 1.487, H19 1.090, H20 1.090, H21 1.090
16 N -27.85083 -17.96479 -6.11212  C15 1.487, O17 1.210, O18 1.247
17 O -28.79095 -18.11377 -6.85941  N16 1.210
18 O -27.08203 -16.99897 -6.28988  N16 1.247
19 H -27.87268 -19.85850 -5.30991  C15 1.090
20 H -28.51900 -18.60208 -4.23435  C15 1.090
21 H -26.76773 -18.76512 -4.39142  C15 1.090
22 C -25.67497 -22.38239 -2.92987  N23 1.504, H26 1.090, H27 1.090, H28 1.090
23 N -27.00535 -22.91516 -3.38753  C22 1.504, O24 1.251, O25 1.189
24 O -27.91052 -22.05220 -3.34947  N23 1.251
25 O -26.93853 -23.99362 -3.88318  N23 1.189
26 H -24.90204 -23.14969 -2.88597  C22 1.090
27 H -25.83815 -22.07743 -1.89620  C22 1.090
28 H -25.44947 -21.49881 -3.52698  C22 1.090
29 C -26.17947 -13.97918 -5.20902  N30 1.484, H33 1.090, H34 1.090, H35 1.090
30 N -26.27023 -14.40026 -3.78892  C29 1.484, O31 1.158, O32 1.261
31 O -26.53291 -13.54973 -3.04818  N30 1.158
32 O -26.04503 -15.61769 -3.55179  N30 1.261
33 H -25.60990 -13.05736 -5.32709  C29 1.090
34 H -27.22129 -13.88270 -5.51464  C29 1.090
35 H -25.73290 -14.75443 -5.83164  C29 1.090
36 C -30.24541 -20.02490 -1.83772  N37 1.461, H40 1.090, H41 1.090, H42 1.090
37 N -30.90438 -20.47183 -3.06227  C36 1.461, O38 1.246, O39 1.207
38 O -32.02191 -20.99498 -2.89195  N37 1.246
39 O -30.37197 -20.32206 -4.13455  N37 1.207
40 H -30.04132 -20.90414 -1.22667  C36 1.090
41 H -30.97140 -19.40879 -1.30720  C36 1.090
42 H -29.32961 -19.45450 -1.99277  C36 1.090
43 C -23.62384 -14.90764 -1.51042  N44 1.474, H47 1.090, H48 1.090, H49 1.090
44 N -22.52687 -15.89036 -1.45569  C43 1.474, O45 1.188, O46 1.208
45 O -22.03596 -16.16857 -2.50112  N44 1.188
46 O -22.24173 -16.35545 -0.37790  N44 1.208
47 H -23.55134 -14.21162 -0.67471  C43 1.090
48 H -24.55301 -15.47545 -1.55866  C43 1.090
49 H -23.54726 -14.39151 -2.46742  C43 1.090
50 C -20.67408 -22.71918 -0.07377  N51 1.456, H54 1.090, H55 1.090, H56 1.090
51 N -21.83128 -21.96544 0.38607  C50 1.456, O52 1.203, O53 1.227
52 O -22.60623 -21.76391 -0.51196  N51 1.203
53 O -22.00220 -21.54815 1.52670  N51 1.227
54 H -20.02525 -22.93168 0.77592  C50 1.090
55 H -20.23265 -22.00526 -0.76916  C50 1.090
56 H -20.93645 -23.67910 -0.51853  C50 1.090
57 C -28.38839 -19.18141 2.82017  N58 1.489, H61 1.090, H62 1.090, H63 1.090
58 N -29.78032 -19.06595 2.30293  C57 1.489, O59 1.216, O60 1.207
59 O -30.12385 -17.96514 1.91738  N58 1.216
60 O -30.46244 -20.05698 2.20627  N58 1.207
61 H -28.33272 -20.10713 3.39292  C57 1.090
62 H -28.15599 -18.31847 3.44421  C57 1.090
63 H -27.75892 -19.21046 1.93077  C57 1.090
64 C -23.41746 -18.89921 2.84470  N65 1.500, H68 1.090, H69 1.090, H70 1.090
65 N -22.19977 -18.88193 3.72008  C64 1.500, O66 1.214, O67 1.205
66 O -21.29414 -18.09632 3.53118  N65 1.214
67 O -22.13150 -19.78211 4.51893  N65 1.205
68 H -23.12311 -19.59466 2.05870  C64 1.090
69 H -23.67878 -17.88823 2.53207  C64 1.090
70 H -24.20285 -19.35247 3.44954  C64 1.090
71 C -24.75741 -22.83156 2.64564  N72 1.501, H75 1.090, H76 1.090, H77 1.090
72 N -25.92498 -21.93548 2.35145  C71 1.501, O73 1.267, O74 1.212
73 O -25.70494 -20.88747 1.67470  N72 1.267
74 O -27.01257 -22.33122 2.71216  N72 1.212
75 H -24.42128 -23.24379 1.69423  C71 1.090
76 H -25.06435 -23.65973 3.28440  C71 1.090
77 H -23.98109 -22.24211 3.13348  C71 1.090
78 C -20.16564 -18.45557 0.62399  N79 1.496, H82 1.090, H83 1.090, H84 1.090
79 N -19.24453 -18.68821 -0.53201  C78 1.496, O80 1.237, O81 1.205
80 O -18.70094 -17.63507 -0.88538  N79 1.237
81 O -18.93402 -19.81512 -0.82570  N79 1.205
82 H -21.20820 -18.50665 0.31006  C78 1.090
83 H -19.95943 -17.42945 0.92836  C78 1.090
84 H -19.91182 -19.12359 1.44705  C78 1.090
85 C -23.72147 -16.97601 -5.52149  N86 1.470, H89 1.090, H90 1.090, H91 1.090
86 N -22.43968 -17.43823 -6.07408  C85 1.470, O87 1.188, O88 1.222
87 O -21.45497 -16.93652 -5.63943  N86 1.188
88 O -22.43624 -18.24410 -6.99204  N86 1.222
89 H -23.48212 -16.13831 -4.86645  C85 1.090
90 H -24.05766 -17.78673 -4.87511  C85 1.090
91 H -24.40284 -16.79278 -6.35230  C85 1.090
92 C -27.90399 -15.35592 -0.41155  N93 1.482, H96 1.090, H97 1.090, H98 1.090
93 N -29.32070 -14.92223 -0.36126  C92 1.482, O94 1.208, O95 1.199
94 O -30.06806 -15.86150 -0.49676  N93 1.208
95 O -29.57541 -13.75972 -0.21244  N93 1.199
96 H -27.51719 -15.58351 -1.40487  C92 1.090
97 H -27.74493 -16.20148 0.25765  C92 1.090
98 H -27.30961 -14.63499 0.14976  C92 1.090

6.
This record from OMol25 describes a single C4H7NO2 molecule at a distorted geometry. The level of theory is ωB97M-V with the def2-TZVPD basis set.

For the HOMO energy, the calculation gives -10.09 eV. The value obtained for the energy above the lowest of the compared OMol25 structures with the same formula, charge and spin is 30.7 kcal/mol. The LUMO energy is 0.02293 hartree. For the total energy, the calculation gives -9845.949 eV. As for the SMILES: C[C@@H](C=O)C(N)=O.

Last columns: bonded neighbours and bond lengths (Å).
CARTESIAN COORDINATES (ANGSTROEM)
1 C -0.89303 -1.07336 0.62582  C2 1.535, H8 1.158, H9 1.087, H10 1.108
2 C -0.45304 0.02102 -0.35590  C1 1.535, C3 1.520, C5 1.530, H11 1.108
3 C -1.20926 1.32436 -0.15302  C2 1.520, O4 1.204, H12 1.110
4 O -2.21280 1.43509 0.50290  C3 1.204
5 C 0.98207 0.16795 0.15494  C2 1.530, O6 1.225, N7 1.340
6 O 1.19389 0.33651 1.34914  C5 1.225
7 N 1.99967 -0.07266 -0.68309  C5 1.340, H13 1.001, H14 1.008
8 H -0.19386 -0.76563 1.49573  C1 1.158
9 H -1.91880 -0.94641 0.96148  C1 1.087
10 H -0.81475 -2.06055 0.12863  C1 1.108
11 H -0.49163 -0.19969 -1.44110  C2 1.108
12 H -0.76933 2.20171 -0.67239  C3 1.110
13 H 1.89230 -0.13489 -1.67655  N7 1.001
14 H 2.88857 -0.23344 -0.23660  N7 1.008

> Which value of energy above the lowest of the compared OMol25 structures with the same formula, charge and spin does entry 4 give?

92.2 kcal/mol